A 12-piece molecular cluster, C60H152N8O20 overall at a distorted geometry, computed with ωB97M-V/def2-TZVPD.

Bonds (Å) are listed after each position.
Element x y z (Å)
1 C 12.581 -21.274 29.199  O2 1.449, H10 1.074, H11 1.110, H12 1.178
2 O 11.336 -20.897 28.561  C1 1.449, C3 1.382
3 C 10.616 -19.937 29.246  O2 1.382, C4 1.532, H13 1.108, H14 1.082
4 C 9.362 -19.793 28.378  C3 1.532, N5 1.480, H15 1.092, H16 1.080
5 N 9.643 -19.510 26.952  C4 1.480, C6 1.468, H17 1.035
6 C 8.385 -19.407 26.203  N5 1.468, C7 1.515, H18 1.096, H19 1.075
7 C 8.626 -19.613 24.722  C6 1.515, O8 1.424, H20 1.068, H21 1.088
8 O 8.907 -21.005 24.619  C7 1.424, C9 1.429
9 C 9.959 -21.298 23.698  O8 1.429, H22 1.081, H23 1.100, H24 1.100
10 H 13.174 -20.392 29.358  C1 1.074
11 H 13.096 -21.968 28.501  C1 1.110
12 H 12.347 -21.781 30.236  C1 1.178
13 H 11.216 -19.033 29.473  C3 1.108
14 H 10.312 -20.271 30.230  C3 1.082
15 H 8.632 -19.056 28.720  C4 1.092
16 H 8.834 -20.733 28.424  C4 1.080
17 H 10.268 -20.249 26.585  N5 1.035
18 H 7.933 -18.423 26.374  C6 1.096
19 H 7.602 -20.103 26.445  C6 1.075
20 H 9.356 -18.941 24.324  C7 1.068
21 H 7.746 -19.350 24.139  C7 1.088
22 H 9.864 -20.758 22.767  C9 1.081
23 H 9.946 -22.391 23.577  C9 1.100
24 H 10.922 -20.941 24.091  C9 1.100
25 C 8.673 -15.521 28.543  O26 1.393, H34 1.103, H35 1.111, H36 1.076
26 O 9.336 -15.030 27.420  C25 1.393, C27 1.433
27 C 9.982 -16.081 26.690  O26 1.433, C28 1.534, H37 1.113, H38 1.153
28 C 10.773 -15.467 25.528  C27 1.534, N29 1.486, H39 1.125, H40 1.120
29 N 11.064 -16.424 24.429  C28 1.486, C30 1.425, H41 1.009
30 C 11.745 -17.616 24.811  N29 1.425, C31 1.504, H42 1.108, H43 1.117
31 C 13.220 -17.436 25.045  C30 1.504, O32 1.421, H44 1.097, H45 1.170
32 O 13.537 -16.690 26.212  C31 1.421, C33 1.444
33 C 13.529 -17.499 27.409  O32 1.444, H46 1.105, H47 1.086, H48 1.074
34 H 8.361 -16.540 28.256  C25 1.103
35 H 7.785 -14.870 28.689  C25 1.111
36 H 9.285 -15.484 29.428  C25 1.076
37 H 9.234 -16.790 26.272  C27 1.113
38 H 10.627 -16.672 27.442  C27 1.153
39 H 11.741 -15.020 25.888  C28 1.125
40 H 10.175 -14.591 25.169  C28 1.120
41 H 10.162 -16.658 24.041  N29 1.009
42 H 11.726 -18.358 23.989  C30 1.108
43 H 11.383 -18.128 25.736  C30 1.117
44 H 13.694 -16.935 24.192  C31 1.097
45 H 13.700 -18.500 25.124  C31 1.170
46 H 14.312 -18.278 27.383  C33 1.105
47 H 12.609 -18.059 27.549  C33 1.086
48 H 13.678 -16.865 28.263  C33 1.074
49 C -0.158 -10.921 24.997  O50 1.422, H58 1.094, H59 1.110, H60 1.098
50 O -0.933 -11.865 24.270  C49 1.422, C51 1.415
51 C -0.135 -12.286 23.180  O50 1.415, C52 1.480, H61 1.099, H62 1.090
52 C -0.683 -13.487 22.510  C51 1.480, N53 1.474, H63 1.103, H64 1.062
53 N -0.574 -14.645 23.415  C52 1.474, C54 1.437, H65 0.979
54 C -1.444 -15.735 23.070  N53 1.437, C55 1.540, H66 1.089, H67 1.133
55 C -1.234 -16.813 24.149  C54 1.540, O56 1.420, H68 1.080, H69 1.131
56 O -1.234 -16.338 25.487  C55 1.420, C57 1.368
57 C -2.438 -15.841 25.904  O56 1.368, H70 1.144, H71 1.093, H72 1.078
58 H -0.815 -10.545 25.787  C49 1.094
59 H 0.078 -10.046 24.357  C49 1.110
60 H 0.700 -11.449 25.433  C49 1.098
61 H 0.830 -12.579 23.616  C51 1.099
62 H -0.037 -11.430 22.512  C51 1.090
63 H -0.103 -13.752 21.611  C52 1.103
64 H -1.700 -13.277 22.291  C52 1.062
65 H -0.620 -14.437 24.370  N53 0.979
66 H -1.129 -16.143 22.111  C54 1.089
67 H -2.484 -15.306 22.934  C54 1.133
68 H -0.237 -17.199 23.991  C55 1.080
69 H -1.906 -17.707 23.979  C55 1.131
70 H -3.271 -16.592 25.676  C57 1.144
71 H -2.711 -14.919 25.385  C57 1.093
72 H -2.411 -15.721 26.975  C57 1.078
73 C 5.837 -14.786 25.954  O74 1.425, H82 1.043, H83 1.091, H84 1.091
74 O 6.118 -15.440 24.719  C73 1.425, C75 1.478
75 C 7.179 -14.784 23.927  O74 1.478, C76 1.504, H85 1.095, H86 1.100
76 C 7.565 -15.558 22.697  C75 1.504, N77 1.473, H87 1.064, H88 1.109
77 N 8.047 -16.898 23.074  C76 1.473, C78 1.446, H89 1.011
78 C 8.432 -17.724 21.951  N77 1.446, C79 1.507, H90 1.092, H91 1.111
79 C 7.230 -18.354 21.295  C78 1.507, O80 1.429, H92 1.116, H93 1.073
80 O 6.294 -17.386 20.816  C79 1.429, C81 1.386
81 C 5.243 -17.942 20.103  O80 1.386, H94 1.110, H95 1.095, H96 1.083
82 H 5.615 -13.781 25.784  C73 1.043
83 H 6.718 -14.796 26.597  C73 1.091
84 H 5.042 -15.328 26.469  C73 1.091
85 H 8.062 -14.590 24.546  C75 1.095
86 H 6.760 -13.826 23.586  C75 1.100
87 H 8.371 -15.028 22.248  C76 1.064
88 H 6.616 -15.542 22.124  C76 1.109
89 H 7.334 -17.370 23.614  N77 1.011
90 H 9.073 -18.496 22.383  C78 1.092
91 H 9.095 -17.119 21.296  C78 1.111
92 H 6.647 -18.992 22.002  C79 1.116
93 H 7.524 -18.993 20.484  C79 1.073
94 H 4.709 -18.635 20.786  C81 1.110
95 H 5.602 -18.461 19.209  C81 1.095
96 H 4.693 -17.058 19.805  C81 1.083
97 C 1.662 -14.187 26.052  O98 1.438, H106 1.116, H107 1.098, H108 1.059
98 O 1.957 -14.416 27.440  C97 1.438, C99 1.447
99 C 1.194 -15.551 27.913  O98 1.447, C100 1.535, H109 1.077, H110 1.107
100 C 0.979 -15.476 29.431  C99 1.535, N101 1.466, H111 1.069, H112 1.083
101 N 2.235 -15.506 30.187  C100 1.466, C102 1.485, H113 1.008
102 C 2.141 -15.284 31.652  N101 1.485, C103 1.511, H114 1.120, H115 1.120
103 C 3.415 -15.745 32.320  C102 1.511, O104 1.405, H116 1.123, H117 1.099
104 O 4.476 -15.232 31.555  C103 1.405, C105 1.379
105 C 5.665 -15.290 32.251  O104 1.379, H118 1.105, H119 1.061, H120 1.117
106 H 2.413 -13.483 25.623  C97 1.116
107 H 0.624 -13.836 25.986  C97 1.098
108 H 1.646 -15.105 25.524  C97 1.059
109 H 1.669 -16.481 27.650  C99 1.077
110 H 0.239 -15.546 27.352  C99 1.107
111 H 0.332 -16.279 29.715  C100 1.069
112 H 0.401 -14.580 29.623  C100 1.083
113 H 2.901 -14.811 29.887  N101 1.008
114 H 1.248 -15.885 31.965  C102 1.120
115 H 1.962 -14.206 31.901  C102 1.120
116 H 3.391 -16.868 32.330  C103 1.123
117 H 3.449 -15.359 33.349  C103 1.099
118 H 6.495 -15.099 31.545  C105 1.105
119 H 5.873 -16.245 32.666  C105 1.061
120 H 5.644 -14.504 33.043  C105 1.117
121 C 2.935 -15.842 22.471  O122 1.428, H130 1.112, H131 1.085, H132 1.097
122 O 2.984 -14.637 21.706  C121 1.428, C123 1.442
123 C 3.801 -13.643 22.356  O122 1.442, C124 1.503, H133 1.136, H134 1.157
124 C 3.828 -12.407 21.503  C123 1.503, N125 1.452, H135 1.080, H136 1.122
125 N 2.514 -12.090 20.973  C124 1.452, C126 1.371, H137 1.001
126 C 2.535 -11.010 20.130  N125 1.371, C127 1.539, H138 1.139, H139 1.098
127 C 1.163 -10.711 19.500  C126 1.539, O128 1.394, H140 1.130, H141 1.092
128 O 0.665 -11.753 18.719  C127 1.394, C129 1.432
129 C -0.712 -11.573 18.367  O128 1.432, H142 1.073, H143 1.135, H144 1.116
130 H 3.966 -16.096 22.800  C121 1.112
131 H 2.589 -16.621 21.800  C121 1.085
132 H 2.250 -15.731 23.320  C121 1.097
133 H 4.873 -14.011 22.434  C123 1.136
134 H 3.361 -13.477 23.413  C123 1.157
135 H 4.481 -12.622 20.670  C124 1.080
136 H 4.227 -11.552 22.109  C124 1.122
137 H 2.155 -12.900 20.508  N125 1.001
138 H 3.297 -11.143 19.293  C126 1.139
139 H 2.837 -10.062 20.594  C126 1.098
140 H 1.261 -9.784 18.861  C127 1.130
141 H 0.435 -10.371 20.239  C127 1.092
142 H -0.770 -10.654 17.815  C129 1.073
143 H -1.366 -11.519 19.292  C129 1.135
144 H -1.107 -12.387 17.713  C129 1.116
145 C 0.090 -19.897 19.149  O146 1.473, H154 1.113, H155 1.134, H156 1.102
146 O -0.153 -19.132 20.384  C145 1.473, C147 1.384
147 C 0.548 -19.638 21.465  O146 1.384, C148 1.521, H157 1.094, H158 1.129
148 C -0.152 -20.745 22.239  C147 1.521, N149 1.474, H159 1.074, H160 1.104
149 N -1.420 -20.205 22.761  C148 1.474, C150 1.462, H161 1.014
150 C -2.382 -21.265 23.058  N149 1.462, C151 1.506, H162 1.091, H163 1.107
151 C -3.608 -20.602 23.628  C150 1.506, O152 1.414, H164 1.090, H165 1.098
152 O -4.330 -19.849 22.673  C151 1.414, C153 1.415
153 C -5.094 -18.864 23.342  O152 1.415, H166 1.074, H167 1.087, H168 1.100
154 H -0.633 -19.592 18.359  C145 1.113
155 H -0.184 -20.990 19.274  C145 1.134
156 H 1.096 -19.643 18.779  C145 1.102
157 H 0.749 -18.832 22.178  C147 1.094
158 H 1.562 -19.995 21.118  C147 1.129
159 H 0.529 -21.045 23.012  C148 1.074
160 H -0.207 -21.611 21.557  C148 1.104
161 H -1.860 -19.581 22.094  N149 1.014
162 H -2.048 -21.916 23.867  C150 1.091
163 H -2.652 -21.940 22.222  C150 1.107
164 H -3.373 -20.012 24.513  C151 1.090
165 H -4.308 -21.346 24.031  C151 1.098
166 H -4.394 -18.168 23.764  C153 1.074
167 H -5.693 -19.309 24.132  C153 1.087
168 H -5.782 -18.391 22.626  C153 1.100
169 C 3.883 -18.009 16.441  O170 1.417, H178 1.125, H179 1.096, H180 1.087
170 O 3.794 -19.299 17.019  C169 1.417, C171 1.415
171 C 4.860 -20.108 16.559  O170 1.415, C172 1.527, H181 1.102, H182 1.116
172 C 4.762 -21.461 17.261  C171 1.527, N173 1.455, H183 1.061, H184 1.143
173 N 5.002 -21.474 18.696  C172 1.455, C174 1.461, H185 0.987
174 C 5.285 -22.844 19.116  N173 1.461, C175 1.520, H186 1.087, H187 1.142
175 C 5.182 -22.916 20.631  C174 1.520, O176 1.420, H188 1.091, H189 1.057
176 O 3.843 -22.741 21.069  C175 1.420, C177 1.419
177 C 3.846 -22.742 22.488  O176 1.419, H190 1.102, H191 1.108, H192 1.091
178 H 4.767 -17.387 16.756  C169 1.125
179 H 3.008 -17.433 16.761  C169 1.096
180 H 3.914 -18.116 15.360  C169 1.087
181 H 5.848 -19.697 16.819  C171 1.102
182 H 4.740 -20.186 15.452  C171 1.116
183 H 5.515 -22.073 16.831  C172 1.061
184 H 3.812 -22.019 16.960  C172 1.143
185 H 4.235 -21.131 19.214  N173 0.987
186 H 6.296 -23.163 18.878  C174 1.087
187 H 4.506 -23.627 18.827  C174 1.142
188 H 5.771 -22.078 21.003  C175 1.091
189 H 5.536 -23.895 20.812  C175 1.057
190 H 4.552 -22.012 22.915  C177 1.102
191 H 4.080 -23.776 22.813  C177 1.108
192 H 2.832 -22.519 22.822  C177 1.091
193 C 0.129 -21.662 26.558  C194 1.491, H197 1.130, H198 1.105, H199 1.038
194 C 0.751 -20.363 26.941  C193 1.491, C195 1.535, O196 1.417, H200 1.128
195 C -0.324 -19.270 27.022  C194 1.535, H201 1.114, H202 1.124, H203 1.083
196 O 1.363 -20.618 28.194  C194 1.417, H204 0.995
197 H -0.557 -21.989 27.394  C193 1.130
198 H 0.944 -22.409 26.567  C193 1.105
199 H -0.489 -21.659 25.724  C193 1.038
200 H 1.522 -20.092 26.162  C194 1.128
201 H -0.686 -18.825 26.067  C195 1.114
202 H 0.035 -18.350 27.558  C195 1.124
203 H -1.206 -19.647 27.525  C195 1.083
204 H 1.710 -19.750 28.534  O196 0.995
205 C 4.715 -23.717 26.471  C206 1.534, H209 1.096, H210 1.075, H211 1.144
206 C 6.051 -23.018 26.190  C205 1.534, C207 1.522, O208 1.430, H212 1.117
207 C 7.082 -23.359 27.257  C206 1.522, H213 1.098, H214 1.077, H215 1.107
208 O 6.621 -23.571 25.001  C206 1.430, H216 0.953
209 H 4.147 -23.329 27.325  C205 1.096
210 H 4.930 -24.737 26.736  C205 1.075
211 H 4.061 -23.597 25.541  C205 1.144
212 H 5.756 -21.944 26.103  C206 1.117
213 H 8.071 -23.148 26.828  C207 1.098
214 H 6.924 -24.408 27.438  C207 1.077
215 H 6.974 -22.794 28.203  C207 1.107
216 H 7.413 -23.063 24.850  O208 0.953
217 C 4.475 -20.031 29.194  C218 1.484, H221 1.109, H222 1.133, H223 1.106
218 C 4.388 -18.716 29.875  C217 1.484, C219 1.547, O220 1.431, H224 1.090
219 C 5.363 -17.699 29.237  C218 1.547, H225 1.054, H226 1.114, H227 1.097
220 O 3.027 -18.306 29.715  C218 1.431, H228 0.994
221 H 5.473 -20.482 29.366  C217 1.109
222 H 4.300 -20.070 28.075  C217 1.133
223 H 3.770 -20.799 29.563  C217 1.106
224 H 4.608 -18.830 30.936  C218 1.090
225 H 5.212 -17.624 28.196  C219 1.054
226 H 6.425 -17.926 29.486  C219 1.114
227 H 5.158 -16.704 29.649  C219 1.097
228 H 2.912 -17.331 29.878  O220 0.994
229 C 3.387 -17.499 25.872  C230 1.513, H233 1.075, H234 1.095, H235 1.103
230 C 4.286 -18.605 25.365  C229 1.513, C231 1.540, O232 1.433, H236 1.092
231 C 3.889 -19.203 24.002  C230 1.540, H237 1.086, H238 1.060, H239 1.107
232 O 5.664 -18.218 25.312  C230 1.433, H240 0.964
233 H 3.309 -16.658 25.206  C229 1.075
234 H 3.701 -17.231 26.886  C229 1.095
235 H 2.316 -17.759 25.935  C229 1.103
236 H 4.367 -19.355 26.155  C230 1.092
237 H 3.919 -18.474 23.197  C231 1.086
238 H 2.937 -19.664 23.944  C231 1.060
239 H 4.657 -19.940 23.701  C231 1.107
240 H 5.797 -17.316 24.995  O232 0.964

The calculation puts the HOMO-LUMO gap at 8.94 eV. The value obtained for the total energy is -4319.6445 Ha. The value obtained for the energy above the lowest of the compared OMol25 structures with the same formula, charge and spin is 193.1 kJ/mol. Its HOMO energy is -8.3 eV.